[1]
DFT (the ωB97M-V functional and the def2-TZVPD basis) results for one molecule with the formula C5H8N2O at a distorted geometry.

```
16
Properties=species:S:1:pos:R:3:nbo_charge:R:1
H -0.77 2.08 2.59 0.32
N 0.16 1.72 2.71 -0.67
C 0.01 0.75 1.70 0.43
C -0.94 0.27 0.52 -0.52
C 0.07 -0.22 -0.58 -0.15
C -0.12 -1.14 -1.87 -0.10
O -0.67 -0.41 -3.20 -0.72
C 1.22 -0.43 0.19 0.03
N 1.25 0.19 1.41 -0.60
H -1.40 1.21 0.21 0.24
H -1.87 -0.37 0.73 0.26
H -0.87 -1.79 -1.27 0.19
H 0.77 -1.61 -2.18 0.20
H -1.09 0.39 -2.63 0.46
H 2.00 -0.95 -0.22 0.20
H 2.23 0.32 1.88 0.44
```

Results
charge: 0
SMILES: [H]/N=C1\CC(CO)=CN1

***

[2]
DFT (the ωB97M-V functional and the def2-TZVPD basis) results for one molecule with the formula C5H8N2O at a distorted geometry.

```
16
Properties=species:S:1:pos:R:3:nbo_charge:R:1
C -2.11 1.49 0.29 -0.24
O -1.68 0.60 -0.68 -0.53
C -0.81 -0.37 -0.34 0.40
C 0.93 0.21 -0.40 -0.25
C 1.62 -0.47 0.76 -0.43
C 1.90 -0.88 -0.58 -0.44
N -1.15 -1.60 0.38 -0.11
N -0.99 -1.71 -0.83 -0.06
H -3.12 1.33 0.63 0.18
H -1.91 2.47 -0.10 0.19
H -1.47 1.32 1.15 0.18
H 1.14 1.13 -0.93 0.23
H 0.77 -1.00 1.13 0.22
H 2.33 0.03 1.40 0.23
H 2.93 -0.71 -0.91 0.22
H 1.63 -1.84 -0.98 0.22
```

Results
charge: 0
SMILES: COC1(C2CC2)N=N1

***

[3]
DFT (the ωB97M-V functional and the def2-TZVPD basis) results for one molecule with the formula C5H8N2O at a distorted geometry.

```
16
Properties=species:S:1:pos:R:3:nbo_charge:R:1
C -1.49 1.42 1.25 -0.40
C -0.68 0.82 0.38 -0.11
C -1.04 0.00 -0.74 -0.03
N 0.02 -0.54 -1.23 -0.19
N 0.05 -1.29 -2.35 -0.64
C 0.98 0.56 0.31 0.62
C 1.41 -0.48 1.31 -0.71
O 1.73 1.38 -0.17 -0.58
H -2.57 1.37 1.14 0.20
H -1.10 2.01 2.06 0.21
H -1.99 0.07 -1.28 0.17
H -0.80 -1.77 -2.65 0.38
H 0.97 -1.36 -2.74 0.40
H 1.31 -0.07 2.32 0.23
H 2.45 -0.76 1.14 0.23
H 0.77 -1.35 1.23 0.22
```

Results
charge: 0
SMILES: C=C(/C=N/N)C(C)=O

***

[4]
DFT (the ωB97M-V functional and the def2-TZVPD basis) results for one molecule with the formula C5H8N2O at a distorted geometry.

```
16
Properties=species:S:1:pos:R:3:nbo_charge:R:1
C -0.39 2.16 1.80 -0.52
C 0.59 1.27 1.66 -0.03
N 0.39 0.23 0.66 -0.72
C -0.58 0.14 -0.41 0.80
O -1.60 0.73 -0.33 -0.54
N -0.10 -0.68 -1.27 -0.46
C 1.18 -1.32 -1.49 -0.26
C 0.29 -2.20 -0.78 -0.21
H -0.59 2.86 2.69 0.22
H -1.17 1.82 1.01 0.26
H 1.45 0.94 2.38 0.19
H 1.06 -0.66 1.02 0.39
H 2.07 -0.69 -1.42 0.24
H 1.18 -1.68 -2.52 0.20
H -0.38 -3.07 -1.18 0.24
H 0.56 -2.45 0.23 0.20
```

Results
charge: 0
SMILES: C=CNC(=O)N1CC1

***

Frontier orbital gap values (in eV) by entry order: 8.62; 10.32; 9.25; 8.81.
Molecular weight values (in g/mol) by entry order: 112.13; 112.13; 112.13; 112.13.
HOMO energy values (in Ha) by entry order: -0.29831; -0.35850; -0.31040; -0.30261.